[1]
C5H7ClN4O2 | ωB97M-V with the def2-TZVPD basis set

Atoms and positions in Å:
C 2.57 0.80 -0.02
C 1.67 -0.27 0.04
C -1.64 -0.83 -0.89
C -1.85 1.12 0.80
C -0.99 -0.08 0.43
N 1.83 1.95 -0.23
N 0.56 1.70 -0.11
N 0.32 0.40 0.15
N 1.99 -1.65 0.04
O 3.15 -1.94 0.13
O 1.04 -2.43 -0.17
Cl 4.18 0.78 -0.21
H -2.72 -0.53 -0.89
H -1.72 -1.93 -0.86
H -1.18 -0.52 -1.74
H -1.30 1.84 1.56
H -2.88 0.71 0.98
H -2.10 1.79 -0.15
H -0.93 -0.91 1.16

Computed properties:
**Energy above the lowest of the compared OMol25 structures with the same formula, charge and spin**: 20.2 kcal per mole
**Orbital gap**: 9.14 eV
**HOMO energy**: -0.375 hartree
**SMILES**: CC(C)n1nnc(Cl)c1[N+](=O)[O-]

Mulliken atomic charge list, values in e, 6 entries:
1 C 0.56
2 C -0.31
3 C -1.24
4 C -1.23
5 C 0.43
6 N -0.63

[2]
C3H4N2O | ωB97M-V with the def2-TZVPD basis set

Atoms and positions in Å:
O -1.36 0.98 -1.52
C -0.59 0.27 -0.67
C -0.13 0.66 0.56
N 0.68 -0.39 0.97
C 0.64 -1.32 -0.01
N -0.13 -0.96 -1.01
H -1.18 1.91 -1.32
H -0.39 1.49 1.20
H 1.29 -0.38 1.77
H 1.20 -2.24 0.05

Computed properties:
**Energy above the lowest of the compared OMol25 structures with the same formula, charge and spin**: 15.4 kcal per mole
**Orbital gap**: 9.26 eV
**HOMO energy**: -0.310 hartree
**SMILES**: Oc1c[nH]cn1

Mulliken atomic charge list, values in e, 6 entries:
1 O -0.50
2 C 0.56
3 C -0.54
4 N -0.05
5 C -0.18
6 N -0.57

[3]
C14H15Cl16F5N3O5S2 | ωB97M-V with the def2-TZVPD basis set

Atoms and positions in Å:
C -0.61 0.86 2.22
C 0.65 1.23 2.24
N 1.58 0.76 1.20
C 2.38 1.77 0.62
N 3.65 2.13 1.03
S 3.67 2.70 2.67
N 1.82 2.46 -0.33
O 2.50 3.53 -0.86
C 0.46 2.38 -0.89
C 0.31 1.47 -2.11
C -1.17 1.21 -2.38
O -1.54 -0.04 -1.79
C -2.75 -0.07 -1.14
C -3.66 -1.15 -1.62
O -2.97 0.69 -0.26
S 2.37 -0.70 1.61
O 3.68 -0.48 2.12
O 1.41 -1.49 2.28
C 2.55 -1.56 -0.06
F 1.34 -1.58 -0.60
F 2.90 -2.78 0.31
C 3.57 -1.06 -1.14
F 4.63 -0.45 -0.63
F 3.98 -2.07 -1.86
F 2.95 -0.17 -1.93
H -1.29 1.25 2.97
H -1.00 0.16 1.49
H 1.10 1.82 3.03
H 4.39 1.46 0.82
H 4.06 1.59 3.32
H 3.35 3.19 -1.22
H 0.23 3.41 -1.17
H -0.23 2.08 -0.10
H 0.76 0.50 -1.89
H 0.80 1.88 -2.99
H -1.37 1.16 -3.45
H -1.79 2.00 -1.93
H -3.35 -2.10 -1.19
H -3.64 -1.24 -2.71
H -4.67 -0.92 -1.27
C 8.16 1.50 0.25
Cl 9.67 0.62 0.39
Cl 7.80 1.79 -1.46
Cl 6.85 0.53 0.96
Cl 8.26 3.03 1.11
C -7.62 -2.38 -1.94
Cl -6.94 -2.68 -0.33
Cl -6.37 -2.65 -3.16
Cl -8.97 -3.47 -2.23
Cl -8.17 -0.70 -2.04
C -12.71 -5.06 -2.93
Cl -12.96 -3.34 -3.27
Cl -12.75 -5.32 -1.19
Cl -13.97 -6.01 -3.71
Cl -11.13 -5.54 -3.56
C 6.03 1.20 6.20
Cl 4.97 0.26 5.12
Cl 5.51 0.97 7.86
Cl 7.69 0.64 6.00
Cl 5.91 2.91 5.76

Computed properties:
**Orbital gap**: 8.06 eV
**HOMO energy**: -0.456 hartree
**Charge**: +1

Mulliken atomic charge list, values in e, 6 entries:
1 C -0.84
2 C -0.25
3 N 0.97
4 C -0.79
5 N -0.08
6 S -0.05

[4]
C20H17N3O4 | ωB97M-V with the def2-TZVPD basis set

Atoms and positions in Å:
O 1.20 -3.26 1.47
C 0.81 -2.71 0.47
N 0.99 -1.37 0.21
C 1.64 -0.60 1.22
C 0.99 0.46 1.84
C 1.66 1.21 2.79
C 2.97 0.91 3.13
C 3.61 -0.15 2.51
C 2.95 -0.90 1.55
H 3.44 -1.74 1.07
H 4.63 -0.40 2.78
H 3.49 1.50 3.87
H 1.15 2.03 3.27
H -0.03 0.68 1.61
C 0.31 -0.65 -0.85
C 0.03 -1.57 -2.02
C -0.20 -1.05 -3.29
C -0.55 -1.90 -4.33
C -0.67 -3.26 -4.10
C -0.44 -3.78 -2.84
C -0.09 -2.94 -1.79
N 0.19 -3.42 -0.53
H 0.05 -4.40 -0.34
H -0.53 -4.84 -2.66
H -0.95 -3.92 -4.91
H -0.72 -1.50 -5.31
H -0.12 0.01 -3.45
O 1.07 0.47 -1.22
H 1.94 0.17 -1.53
C -1.09 -0.17 -0.37
O -1.84 -0.91 0.22
N -1.38 1.09 -0.75
H -0.64 1.64 -1.16
C -2.57 1.77 -0.30
C -2.25 2.77 0.77
C -1.08 3.35 1.16
C -1.40 4.21 2.24
C -2.75 4.09 2.42
O -3.27 3.22 1.54
H -3.42 4.55 3.11
H -0.73 4.83 2.79
H -0.11 3.19 0.74
H -3.25 1.01 0.10
H -3.05 2.27 -1.15

Computed properties:
**Energy above the lowest of the compared OMol25 structures with the same formula, charge and spin**: 0.0 kcal per mole
**Orbital gap**: 9.03 eV
**HOMO energy**: -0.312 hartree
**SMILES**: O=C1Nc2ccccc2[C@@](O)(C(=O)NCc2ccco2)N1c1ccccc1

Mulliken atomic charge list, values in e, 6 entries:
1 O -0.67
2 C 0.39
3 N 0.34
4 C -0.20
5 C -0.03
6 C -0.78

[5]
C6H7NO2 | ωB97M-V with the def2-TZVPD basis set

Atoms and positions in Å:
C -0.84 -1.22 -1.75
C -0.75 -0.22 -0.53
C 0.22 -0.22 0.56
C 1.72 -0.29 0.18
C -0.21 0.87 1.56
C 0.37 2.17 1.02
H -0.53 -2.17 -1.46
H -2.01 -1.53 -1.95
H -0.48 -1.07 -2.66
H 1.70 -0.59 -0.79
H 2.50 0.07 0.80
H -1.41 1.33 1.12
H -0.03 0.65 2.81
N 0.69 3.17 0.57
O -1.80 0.45 -0.24
O 0.85 -1.38 0.78

Computed properties:
**Energy above the lowest of the compared OMol25 structures with the same formula, charge and spin**: 128.5 kcal per mole
**Orbital gap**: 9.73 eV
**HOMO energy**: -0.360 hartree

Mulliken atomic charge list, values in e, 6 entries:
1 C -1.32
2 C 0.47
3 C 1.02
4 C -0.74
5 C -0.48
6 C 0.21

[6]
C9H55F9O21SSi | ωB97M-V with the def2-TZVPD basis set

Atoms and positions in Å:
C 6.44 1.56 0.66
C 5.68 2.30 -0.25
C 4.71 2.76 -1.53
C 4.21 1.49 -2.44
C 3.93 2.01 -4.00
Si 2.36 3.18 -3.88
C 0.85 2.01 -3.57
C -0.35 2.68 -2.65
C -0.15 2.43 -1.03
F 1.22 1.91 -0.68
F -0.13 3.83 -0.45
C -1.38 1.68 -0.28
F -2.62 2.51 -0.44
F -1.06 1.70 1.20
S -1.78 -0.05 -0.77
F -2.75 0.39 -2.12
F -3.24 0.06 0.20
F -0.99 -0.60 0.69
F -0.37 -0.31 -1.69
F -2.21 -1.69 -1.07
H 6.98 0.91 1.50
H 5.35 3.47 -2.25
H 3.81 3.36 -1.03
H 3.17 1.03 -2.09
H 4.99 0.61 -2.39
H 4.86 2.55 -4.48
H 3.67 1.02 -4.61
H 2.13 3.85 -5.18
H 2.60 4.16 -2.82
H 0.36 1.83 -4.64
H 1.26 1.00 -3.16
H -1.38 2.33 -3.07
H -0.30 3.85 -2.89
O -1.66 -3.54 1.98
H -1.74 -4.11 1.20
H -1.51 -2.65 1.61
O -3.74 -4.55 4.46
H -3.05 -4.23 3.86
H -4.42 -3.85 4.43
O -5.92 0.56 1.58
H -6.50 0.66 0.82
H -5.03 0.47 1.20
O -0.82 -6.78 2.29
H -1.74 -6.72 2.60
H -0.45 -5.91 2.48
O 0.05 0.92 3.91
H -0.29 0.99 3.00
H -0.06 -0.02 4.13
O 1.20 4.98 -6.49
H 0.69 4.64 -7.24
H 1.41 5.89 -6.74
O -0.72 3.72 5.56
H 0.16 4.14 5.49
H -0.65 2.93 5.01
O 6.87 -1.02 -1.33
H 7.57 -1.54 -1.75
H 6.85 -1.35 -0.42
O -4.50 0.73 4.78
H -5.01 0.39 4.03
H -4.29 1.64 4.52
O 1.70 -4.54 3.06
H 2.38 -4.22 2.46
H 1.02 -3.85 3.03
O -1.70 4.49 -5.38
H -2.29 4.59 -6.14
H -0.82 4.40 -5.76
O 0.10 -5.16 5.38
H -0.09 -4.23 5.59
H 0.59 -5.11 4.55
O 3.50 -3.90 0.32
H 3.11 -3.82 -0.57
H 3.90 -4.79 0.31
O -4.42 -3.91 -1.77
H -5.34 -3.84 -1.46
H -4.05 -3.03 -1.58
O -6.42 -0.42 -1.25
H -5.54 0.00 -1.32
H -6.35 -1.21 -1.80
O 3.18 -1.16 -1.13
H 3.31 -0.43 -0.51
H 2.21 -1.19 -1.25
O 2.58 -7.30 1.44
H 2.71 -6.57 2.06
H 1.61 -7.34 1.32
O -2.82 6.63 -3.51
H -2.20 6.48 -2.78
H -2.48 6.08 -4.23
O -0.12 1.94 7.93
H -0.44 2.31 7.09
H -0.64 2.41 8.60
O 1.65 -7.34 6.37
H 1.34 -6.51 5.96
H 1.21 -8.03 5.85
O -4.44 4.11 -5.25
H -4.00 4.85 -4.81
H -4.46 3.42 -4.58

Computed properties:
**Orbital gap**: 5.22 eV
**HOMO energy**: -0.346 hartree

Mulliken atomic charge list, values in e, 6 entries:
1 C -0.40
2 C -0.43
3 C -0.13
4 C 0.32
5 C -0.83
6 Si 0.36

[7]
C2H2N4O | ωB97M-V with the def2-TZVPD basis set

Atoms and positions in Å:
C 2.23 -1.67 0.01
C 1.34 0.47 -0.01
N 2.25 -2.82 0.03
N 1.61 1.79 0.33
N 2.32 -0.37 -0.04
N 0.03 0.15 -0.07
O 2.48 2.46 -0.18
H -0.67 0.85 0.11
H -0.24 -0.81 -0.12

Computed properties:
**Energy above the lowest of the compared OMol25 structures with the same formula, charge and spin**: 34.6 kcal per mole
**Orbital gap (spin up / spin down)**: 8.38 / 8.38 eV
**HOMO energy (spin up / spin down)**: -0.378 / -0.379 hartree
**SMILES**: N#C/N=C(\N)N=O

Mulliken atomic charge list, values in e, 6 entries:
1 C 0.44
2 C 0.69
3 N -0.45
4 N -0.08
5 N -0.51
6 N -0.35

[8]
C16H35N2O5 | ωB97M-V with the def2-TZVPD basis set

Atoms and positions in Å:
C 4.11 -1.02 1.41
O 4.15 -0.03 2.41
C 2.96 0.74 2.59
C 2.81 1.96 1.70
C 2.46 1.71 0.20
N 1.13 2.08 -0.20
C 0.23 1.03 0.15
C -1.18 1.30 -0.40
C -2.18 1.83 0.64
C -3.30 0.83 0.93
N -3.78 0.93 2.31
H 4.76 -1.84 1.73
H 3.10 -1.40 1.26
H 4.47 -0.65 0.44
H 2.09 0.08 2.47
H 3.00 1.04 3.64
H 1.99 2.56 2.09
H 3.73 2.56 1.80
H 3.18 2.27 -0.42
H 2.64 0.62 0.00
H 0.13 0.89 1.26
H 0.59 0.03 -0.23
H -1.07 2.00 -1.23
H -1.59 0.36 -0.82
H -1.64 2.01 1.58
H -2.60 2.80 0.33
H -4.12 0.95 0.21
H -2.90 -0.17 0.77
H -4.70 0.52 2.40
H -3.85 1.90 2.59
O -4.25 -2.27 0.74
C -3.25 -2.58 1.33
O -3.25 -2.49 2.67
C -2.07 -2.72 3.45
C -1.19 -1.49 3.50
C -1.98 -2.94 0.59
H -1.52 -3.60 3.10
H -2.45 -2.96 4.45
H -0.82 -1.22 2.51
H -0.34 -1.65 4.15
H -1.77 -0.64 3.87
H -1.50 -2.01 0.28
H -2.27 -3.47 -0.32
H -1.27 -3.53 1.15
O 0.75 -1.61 -2.60
C 0.85 -0.63 -3.28
O 0.01 -0.53 -4.36
C -0.09 0.67 -5.13
C 0.97 0.76 -6.21
C 1.87 0.44 -3.05
H -0.09 1.54 -4.48
H -1.08 0.60 -5.59
H 1.97 0.81 -5.77
H 0.81 1.65 -6.81
H 0.92 -0.12 -6.86
H 2.83 0.07 -3.43
H 1.95 0.65 -1.98
H 1.65 1.39 -3.52

Computed properties:
**Energy above the lowest of the compared OMol25 structures with the same formula, charge and spin**: 0.0 kcal per mole
**Orbital gap**: 4.96 eV
**HOMO energy**: -0.073 hartree
**Charge**: -1

Mulliken atomic charge list, values in e, 6 entries:
1 C -0.64
2 O -0.43
3 C -0.26
4 C -0.73
5 C -0.12
6 N -0.93

[9]
C3H6N3 | ωB97M-V with the def2-TZVPD basis set

Atoms and positions in Å:
C -0.22 -0.20 1.18
C 0.85 -0.93 -1.11
C -1.12 1.82 1.00
N 0.12 0.05 -0.35
N -0.39 1.06 -0.77
N -0.79 0.77 1.65
H 0.00 -1.23 1.60
H 0.33 -0.99 -2.13
H 0.71 -1.88 -0.64
H 1.92 -0.77 -1.32
H -2.15 1.82 0.63
H -0.52 2.77 1.28

Computed properties:
**Energy above the lowest of the compared OMol25 structures with the same formula, charge and spin**: 84.3 kcal per mole
**Orbital gap**: 9.97 eV
**HOMO energy**: -0.567 hartree
**Charge**: +1

Mulliken atomic charge list, values in e, 6 entries:
1 C 0.02
2 C -0.65
3 C -0.14
4 N 0.62
5 N -0.59
6 N -0.10

[10]
CH4IN2 | ωB97M-V with the def2-TZVPD basis set

Atoms and positions in Å:
C -0.44 -0.28 0.07
N -0.25 0.40 -1.02
N 0.33 -0.28 1.13
I 1.57 1.29 -1.63
H -1.70 -0.99 0.25
H -1.12 0.45 -1.57
H 0.61 -1.08 1.74
H 1.01 0.50 1.04

Computed properties:
**Energy above the lowest of the compared OMol25 structures with the same formula, charge and spin**: 47.9 kcal per mole
**Orbital gap**: 8.81 eV
**HOMO energy**: -0.539 hartree
**Charge**: +1

Mulliken atomic charge list, values in e, 6 entries:
1 C 0.31
2 N -0.46
3 N -0.31
4 I 0.38
5 H 0.29
6 H 0.33

[11]
C5H14 | ωB97M-V with the def2-TZVPD basis set

Atoms and positions in Å:
C 0.95 -0.78 0.28
C 1.39 -2.27 0.28
C 0.80 -0.27 1.72
H 1.71 -0.14 -0.17
H 0.11 -0.62 -0.31
H 0.67 -2.83 0.91
H 1.63 -0.64 2.31
H 0.86 0.75 1.88
H 2.45 -2.40 0.77
H 1.51 -2.75 -0.69
H -0.10 -0.56 2.30
C -1.73 1.04 -0.68
C -1.32 2.12 -1.64
H -1.54 0.00 -0.96
H -1.12 1.04 0.21
H -2.76 1.13 -0.48
H -1.57 3.12 -1.31
H -1.73 2.05 -2.64
H -0.21 2.01 -1.80

Computed properties:
**Energy above the lowest of the compared OMol25 structures with the same formula, charge and spin**: 27.1 kcal per mole
**Orbital gap (spin up / spin down)**: 13.70 / 4.07 eV
**HOMO energy (spin up / spin down)**: -0.605 / -0.572 hartree
**<S²>**: 0.75
**Spin multiplicity**: 2
**Charge**: +1

Mulliken atomic charge list, values in e, 6 entries:
1 C 0.28
2 C -1.09
3 C -1.22
4 H 0.30
5 H -0.03
6 H 0.34

[12]
C5H16N2O | ωB97M-V with the def2-TZVPD basis set

Atoms and positions in Å:
C -0.91 -2.08 -0.31
C -0.57 -0.64 0.12
C -0.54 -0.48 1.73
C -1.32 0.76 2.02
N 0.60 0.01 -0.55
C 0.71 -0.54 -1.93
N 1.66 0.23 -2.73
H -0.10 -2.76 0.00
H -1.86 -2.47 0.02
H -0.97 -2.09 -1.34
H -1.44 -0.09 -0.24
H 0.46 -0.43 2.10
H -1.12 -1.31 2.26
H -0.76 1.64 2.26
H -1.80 1.11 1.09
H -2.00 0.60 2.77
H 1.47 -0.15 -0.10
H 0.95 -1.67 -1.97
H -0.32 -0.56 -2.35
H 2.57 0.41 -2.18
H 1.26 1.19 -2.97
H 1.50 2.59 0.10
H 0.94 3.42 1.49
O 1.58 3.32 0.73

Computed properties:
**Energy above the lowest of the compared OMol25 structures with the same formula, charge and spin**: 43.6 kcal per mole
**Orbital gap**: 10.16 eV
**HOMO energy**: -0.341 hartree
**SMILES**: CC[C@H](C)NCN.O

Mulliken atomic charge list, values in e, 6 entries:
1 C -1.85
2 C 0.12
3 C -0.26
4 C -0.96
5 N -0.21
6 C -0.67

[13]
C9H8Cl2NP | ωB97M-V with the def2-TZVPD basis set

Atoms and positions in Å:
C -0.56 -1.01 -0.10
C 0.73 -1.49 -0.04
C 1.57 -0.45 -0.03
C 0.78 0.81 0.05
C 1.13 2.18 0.21
C 0.13 3.11 0.06
C -1.13 2.71 -0.21
C -1.55 1.35 -0.12
C 1.04 -2.98 -0.16
N -0.53 0.40 0.00
P 3.39 -0.59 0.02
Cl 3.74 0.65 1.62
Cl 3.94 0.55 -1.48
H -1.46 -1.51 -0.08
H 2.10 2.45 0.51
H 0.32 4.12 0.16
H -1.91 3.44 -0.34
H -2.58 1.09 0.09
H 0.19 -3.58 -0.56
H 1.89 -3.18 -0.73
H 1.34 -3.62 0.75

Computed properties:
**Orbital gap**: 7.84 eV
**HOMO energy**: -0.276 hartree
**SMILES**: Cc1cn2ccccc2c1P(Cl)Cl

Mulliken atomic charge list, values in e, 6 entries:
1 C -0.95
2 C 1.02
3 C -0.12
4 C 0.73
5 C -0.60
6 C -0.61

[14]
C4H11NO2 | ωB97M-V with the def2-TZVPD basis set

Atoms and positions in Å:
C -2.41 -0.99 0.45
N -1.77 -1.65 -0.59
C -0.49 -1.11 -0.93
C 0.68 -1.72 -0.19
C 2.16 -1.37 -0.79
O -1.90 0.02 0.91
H -3.43 -1.21 0.67
H -1.83 -2.64 -0.84
H -0.40 -1.19 -1.97
H -0.55 0.05 -1.04
H 0.72 -1.33 0.90
H 0.68 -2.79 -0.22
H 2.92 -1.28 0.00
H 2.18 -0.43 -1.33
H 2.33 -2.21 -1.53
H 3.33 6.01 0.82
H 1.91 6.06 1.43
O 2.52 5.44 1.07

Computed properties:
**Energy above the lowest of the compared OMol25 structures with the same formula, charge and spin**: 40.9 kcal per mole
**Orbital gap**: 10.71 eV
**HOMO energy**: -0.355 hartree
**SMILES**: CCCNC=O.O

Mulliken atomic charge list, values in e, 6 entries:
1 C -0.05
2 N -0.21
3 C -0.76
4 C -0.21
5 C -1.04
6 O -0.52

[15]
C3H11FN3O2 | ωB97M-V with the def2-TZVPD basis set

Atoms and positions in Å:
C -2.07 2.19 0.16
C 3.00 0.96 0.98
C -1.27 0.12 -0.49
N -2.40 -0.14 -0.89
N 2.49 0.29 0.06
N 0.11 -0.50 -0.60
O -0.21 -3.16 0.45
O -0.96 1.22 0.15
F 3.13 0.12 -1.19
H -1.57 3.01 -0.18
H -2.13 2.27 1.31
H -3.03 1.92 -0.21
H 2.43 0.99 1.80
H 4.04 1.32 0.89
H 0.89 0.18 -0.27
H -2.69 -0.91 -1.44
H 0.07 -1.43 -0.10
H 0.47 -0.88 -1.49
H -0.72 -3.78 1.10
H 0.44 -3.79 -0.03

Computed properties:
**Energy above the lowest of the compared OMol25 structures with the same formula, charge and spin**: 18.9 kcal per mole
**Orbital gap**: 11.29 eV
**HOMO energy**: -0.526 hartree
**Charge**: +1

Mulliken atomic charge list, values in e, 6 entries:
1 C -0.74
2 C -0.27
3 C 0.55
4 N -0.56
5 N -0.23
6 N -0.13

[16]
C15H20Br2MnN4O2PS3 | ωB97M-V with the def2-TZVPD basis set

Atoms and positions in Å:
Mn 0.16 0.35 -0.21
C -5.71 0.66 1.07
C -4.79 1.83 0.82
O -3.44 1.63 1.37
P -2.39 0.62 0.84
S -0.64 0.98 1.79
S -1.92 0.74 -1.12
O -2.87 -0.86 1.08
C -3.13 -1.37 2.43
C -2.10 -2.41 2.81
H -6.72 0.93 0.75
H -5.74 0.42 2.13
H -5.41 -0.22 0.51
H -5.14 2.73 1.33
H -4.69 2.05 -0.25
H -4.13 -1.81 2.38
H -3.15 -0.54 3.14
H -2.08 -3.20 2.07
H -2.37 -2.83 3.78
H -1.11 -1.96 2.88
Br 3.13 2.21 -5.84
C 2.32 1.57 -4.28
C 1.10 0.91 -4.34
C 0.52 0.48 -3.17
N 1.09 0.68 -1.96
C 2.29 1.28 -1.91
C 2.93 1.74 -3.05
C 2.85 1.38 -0.55
C 4.05 1.99 -0.25
C 4.48 2.03 1.07
Br 6.10 2.86 1.52
C 3.69 1.44 2.05
C 2.51 0.84 1.68
N 2.08 0.81 0.41
H 0.60 0.73 -5.29
H -0.42 -0.06 -3.17
H 3.90 2.22 -2.99
H 4.66 2.44 -1.02
H 3.99 1.45 3.09
H 1.89 0.36 2.41
N 2.58 -2.38 -0.22
C 1.39 -2.90 -0.51
N 1.25 -4.18 -0.78
S -0.03 -1.92 -0.53
H 3.42 -2.94 -0.18
H 2.64 -1.41 0.00
H 2.03 -4.82 -0.77
H 0.34 -4.55 -1.00

Computed properties:
**Orbital gap (spin up / spin down)**: 7.29 / 8.07 eV
**HOMO energy (spin up / spin down)**: -0.551 / -0.553 hartree
**<S²>**: 2.22
**Spin multiplicity**: 3
**Charge**: +2

Mulliken atomic charge list, values in e, 6 entries:
1 Mn -0.65
2 C -0.98
3 C -0.26
4 O -0.25
5 P 1.32
6 S -0.41